Here is 16 unconnected molecules or ions with the total composition C24H70BO33 at a distorted geometry from OMol25. Energies are from ωB97M-V with the def2-TZVPD basis set.

Each line ends with the Löwdin charge.
Positions of all 128 atoms, in Å:
O 24.40 6.18 8.77  0.2082
O 21.19 8.79 16.85  -0.1262
O 22.11 3.67 2.02  -0.0564
O 19.32 6.81 16.55  -0.0768
O 22.72 15.63 16.05  -0.0697
O 25.33 5.50 15.99  -0.0789
O 17.75 5.45 9.07  -0.0852
O 25.74 7.54 7.25  0.2087
O 21.88 13.70 13.95  -0.0413
O 26.56 7.32 0.14  -0.0549
O 29.68 6.69 10.60  -0.0400
O 26.55 -0.17 8.53  -0.0723
O 22.69 0.55 6.66  -0.0741
O 23.56 7.10 6.66  0.2311
O 30.91 8.86 2.61  -0.0268
O 27.50 11.53 7.05  -0.0513
O 23.95 8.43 8.70  0.2496
O 30.97 10.36 5.08  -0.0667
O 21.43 10.13 2.84  -0.0529
O 23.76 6.99 4.43  0.1325
O 29.35 2.62 2.53  -0.0906
O 26.60 7.40 5.08  0.0921
O 23.38 1.95 13.83  -0.0811
O 30.54 2.28 5.14  -0.0732
O 28.30 0.61 10.75  -0.0915
O 22.62 0.10 10.91  -0.0673
O 17.05 8.07 10.36  -0.0379
O 26.96 7.38 14.30  -0.0885
O 22.81 8.65 10.60  0.1486
O 23.63 5.89 10.97  0.1108
O 32.25 7.93 11.74  -0.0728
O 20.38 2.03 8.04  -0.0764
O 24.59 12.21 11.43  -0.0511
C 26.75 5.47 15.83  -0.2389
C 24.21 7.09 5.53  -0.4076
C 18.61 6.31 9.86  -0.2216
C 31.98 8.87 3.48  -0.2991
C 30.86 3.37 4.31  -0.2580
C 29.61 3.67 3.52  -0.2051
C 21.21 7.94 15.60  -0.1445
C 30.47 7.76 10.17  -0.2903
C 23.87 6.57 9.97  -0.3204
C 28.51 1.02 9.38  -0.2039
C 23.78 1.29 12.65  -0.2343
C 27.38 6.91 15.62  -0.1795
C 20.56 6.56 15.95  -0.2339
C 17.88 7.13 10.89  -0.3083
C 23.41 8.00 9.79  -0.4395
C 27.09 1.17 8.68  -0.2073
C 22.49 0.58 12.22  -0.2674
C 22.03 15.07 13.82  -0.2871
C 20.80 2.22 6.67  -0.1967
C 31.68 9.11 4.94  -0.2294
C 22.35 1.94 6.68  -0.2268
C 31.06 8.61 11.29  -0.2159
C 21.72 15.87 15.09  -0.2499
C 25.69 7.39 5.91  -0.3336
B 24.39 7.34 7.85  -0.8718
H 29.84 8.42 9.58  0.1094
H 21.19 6.00 16.64  0.1151
H 32.56 9.06 5.59  0.1167
H 16.90 5.88 8.97  0.0704
H 23.09 2.84 13.62  0.0853
H 26.01 7.49 14.31  0.0723
H 19.48 7.55 17.14  0.0645
H 21.52 16.92 14.89  0.1189
H 29.09 0.25 8.87  0.1060
H 19.03 6.96 9.09  0.1150
H 26.99 7.59 16.38  0.1075
H 30.54 1.47 4.62  0.0818
H 28.92 7.16 10.95  0.0864
H 29.57 4.62 2.97  0.1128
H 26.91 10.78 6.99  0.0242
H 21.90 0.07 6.40  0.0716
H 27.06 7.01 0.90  0.0269
H 23.06 15.36 13.59  0.1204
H 27.05 4.75 15.06  0.1164
H 28.81 3.74 4.25  0.1219
H 30.30 8.70 12.07  0.1169
H 27.25 1.79 7.80  0.1034
H 21.48 9.20 2.62  0.0271
H 31.20 7.41 9.44  0.1201
H 18.65 7.65 11.46  0.1186
H 20.62 8.64 15.01  0.1116
H 28.28 11.25 6.57  0.0187
H 26.48 1.82 9.30  0.1074
H 19.40 5.74 10.34  0.1224
H 25.70 -0.05 8.10  0.0720
H 22.29 0.84 10.39  0.0756
H 28.46 6.81 15.76  0.1106
H 21.42 15.40 12.98  0.1123
H 24.10 2.03 11.92  0.1222
H 19.55 2.52 8.08  0.0730
H 20.36 6.04 15.01  0.1172
H 30.26 9.39 3.08  0.0820
H 21.31 10.57 2.00  0.0236
H 22.21 7.88 15.17  0.1071
H 20.43 1.47 5.97  0.1039
H 30.99 4.20 4.99  0.1179
H 31.79 3.12 3.80  0.1190
H 22.68 14.77 16.47  0.0891
H 24.55 0.53 12.76  0.1235
H 21.20 9.71 16.55  0.0667
H 22.26 4.59 2.24  0.0248
H 24.44 12.92 10.80  0.0289
H 31.28 9.60 10.90  0.1130
H 32.32 7.84 3.47  0.1128
H 22.96 3.25 2.16  0.0278
H 27.93 -0.28 10.71  0.0688
H 29.62 2.77 1.62  0.0738
H 24.85 11.46 10.89  0.0298
H 22.85 2.39 5.83  0.1053
H 20.81 15.48 15.54  0.1134
H 22.25 -0.15 12.99  0.1208
H 32.88 9.43 3.20  0.1143
H 33.03 8.45 11.55  0.0731
H 25.13 4.56 16.00  0.0769
H 20.49 3.22 6.35  0.1188
H 29.10 1.93 9.36  0.1129
H 17.54 8.63 9.76  0.1009
H 22.78 2.40 7.58  0.1106
H 31.14 8.27 5.38  0.1200
H 25.68 6.97 0.28  0.0270
H 27.15 5.05 16.75  0.1009
H 31.71 10.97 5.09  0.0819
H 21.64 1.25 12.14  0.1182
H 22.62 13.33 13.47  0.0833
H 17.40 6.45 11.60  0.1299

Summary:
DFT total energy, Ha: -3464.2359
HOMO, eV: -7.90
Net charge: -1
ΔE to the lowest compared entry with this formula, charge and spin, kJ/mol: 0.0
LUMO energy, Eh: 0.0636
HOMO-LUMO gap, Eh: 0.3541